1.
164
Properties=species:S:1:pos:R:3 method="wB97M-V/def2-TZVPD" relative_energy_kj_mol=0.0 lumo_energy_ev=0.6 energy_ev=-97350.6078 gap_ev=9.576
C 33.649 3.955 -20.966
C 33.823 2.928 -19.871
C 35.114 2.236 -20.288
O 34.991 2.109 -21.705
C 34.359 3.313 -22.177
H 34.183 4.866 -20.682
H 32.643 4.314 -21.184
H 33.071 2.138 -19.902
H 33.927 3.343 -18.868
H 35.196 1.296 -19.742
H 36.025 2.817 -20.098
H 33.689 3.092 -23.004
H 35.149 3.994 -22.497
C 28.258 -2.878 -21.868
C 29.797 -2.983 -22.031
C 30.197 -4.284 -21.374
O 29.045 -5.108 -21.465
C 27.892 -4.305 -21.432
H 27.783 -2.566 -22.795
H 28.132 -2.068 -21.147
H 30.362 -2.127 -21.676
H 29.964 -3.044 -23.113
H 30.464 -4.139 -20.316
H 31.080 -4.778 -21.785
H 27.366 -4.300 -20.467
H 27.173 -4.744 -22.131
C 35.352 -0.735 -24.378
C 34.629 -1.970 -23.845
C 33.451 -2.097 -24.796
O 33.082 -0.737 -25.059
C 34.151 0.146 -24.736
H 35.905 -1.020 -25.273
H 36.005 -0.301 -23.624
H 34.369 -1.938 -22.790
H 35.241 -2.872 -23.967
H 32.575 -2.532 -24.306
H 33.689 -2.745 -25.646
H 33.919 0.794 -23.887
H 34.433 0.790 -25.572
C 29.162 -1.419 -16.951
C 28.773 -1.384 -18.418
C 29.178 0.007 -18.854
O 29.208 0.837 -17.683
C 28.804 0.004 -16.570
H 30.194 -1.699 -16.743
H 28.552 -2.154 -16.420
H 27.715 -1.550 -18.635
H 29.283 -2.168 -18.988
H 28.510 0.369 -19.639
H 30.190 -0.042 -19.271
H 27.719 0.111 -16.481
H 29.271 0.331 -15.643
C 34.478 -1.555 -20.152
C 34.577 -1.566 -18.620
C 33.146 -1.965 -18.197
O 32.606 -2.687 -19.288
C 33.054 -2.045 -20.488
H 35.200 -2.338 -20.391
H 34.646 -0.635 -20.710
H 34.807 -0.593 -18.181
H 35.238 -2.335 -18.230
H 32.543 -1.072 -17.997
H 33.195 -2.618 -17.326
H 32.396 -1.249 -20.848
H 33.038 -2.862 -21.212
C 30.511 -5.324 -18.650
C 30.317 -6.817 -18.449
C 31.667 -7.175 -17.877
O 32.591 -6.420 -18.680
C 31.899 -5.280 -19.260
H 30.438 -4.787 -17.701
H 29.766 -4.885 -19.319
H 30.054 -7.309 -19.383
H 29.476 -6.912 -17.755
H 31.883 -8.243 -17.952
H 31.801 -6.892 -16.828
H 31.812 -5.449 -20.335
H 32.442 -4.373 -18.998
C 36.553 -6.464 -22.289
C 36.127 -5.379 -21.350
C 37.034 -4.227 -21.708
O 38.311 -4.929 -21.753
C 38.086 -6.197 -22.371
H 36.122 -6.317 -23.282
H 36.312 -7.469 -21.948
H 36.380 -5.586 -20.310
H 35.060 -5.145 -21.418
H 37.102 -3.473 -20.929
H 36.897 -3.825 -22.717
H 38.592 -7.022 -21.864
H 38.481 -6.189 -23.389
C 29.582 1.824 -23.577
C 30.892 2.015 -22.848
C 30.725 1.242 -21.548
O 29.900 0.136 -21.938
C 29.359 0.338 -23.260
H 29.679 1.889 -24.662
H 28.721 2.405 -23.254
H 31.202 3.043 -22.648
H 31.717 1.536 -23.384
H 30.177 1.859 -20.829
H 31.698 0.950 -21.155
H 28.325 -0.008 -23.281
H 29.912 -0.337 -23.920
C 31.384 -3.511 -15.050
O 30.257 -4.235 -14.626
C 30.077 -4.352 -13.317
O 30.815 -3.972 -12.454
O 28.916 -4.957 -13.134
C 28.553 -5.231 -11.774
H 31.327 -3.218 -16.096
H 32.292 -4.122 -14.986
H 31.574 -2.622 -14.446
H 27.468 -5.251 -11.754
H 28.946 -4.484 -11.091
H 28.949 -6.214 -11.524
C 34.933 -4.283 -13.414
O 34.925 -5.205 -14.487
C 35.149 -4.877 -15.731
O 35.313 -3.772 -16.196
O 35.060 -5.967 -16.470
C 35.374 -5.867 -17.845
H 35.823 -3.659 -13.324
H 34.931 -4.852 -12.488
H 34.046 -3.652 -13.437
H 35.097 -6.757 -18.392
H 36.457 -5.754 -17.992
H 34.998 -4.931 -18.258
C 31.139 -7.983 -26.867
O 31.219 -7.303 -25.630
C 32.402 -6.807 -25.276
O 33.423 -6.939 -25.896
O 32.234 -6.112 -24.157
C 33.443 -5.580 -23.632
H 31.323 -9.051 -26.736
H 31.886 -7.669 -27.598
H 30.149 -7.806 -27.274
H 34.180 -6.376 -23.523
H 33.214 -5.187 -22.645
H 33.961 -4.803 -24.193
C 41.410 -1.433 -23.789
O 40.441 -0.474 -23.378
C 39.772 -0.817 -22.281
O 39.913 -1.793 -21.612
O 38.885 0.159 -22.034
C 37.796 -0.217 -21.216
H 42.076 -0.919 -24.476
H 40.978 -2.278 -24.329
H 41.935 -1.838 -22.927
H 37.132 -0.969 -21.643
H 37.235 0.678 -20.964
H 38.170 -0.612 -20.267
C 34.332 -1.077 -14.745
O 34.317 0.244 -15.253
C 33.114 0.657 -15.593
O 32.106 0.005 -15.482
O 33.200 1.844 -16.178
C 31.958 2.447 -16.524
H 35.364 -1.362 -14.547
H 33.935 -1.832 -15.418
H 33.840 -1.079 -13.769
H 31.479 1.887 -17.327
H 32.090 3.507 -16.712
H 31.278 2.372 -15.671


2.
160
Properties=species:S:1:pos:R:3 method="wB97M-V/def2-TZVPD" total_charge=+4 relative_energy_kj_mol=0.0 lumo_energy_ev=-14.5 energy_ev=-82421.0771 gap_ev=1.691
In -1.350 -2.031 -3.588
In 2.884 -0.757 -4.438
O 0.769 -0.442 -2.406
C 0.226 0.466 -1.578
C -1.048 0.101 -0.681
O -2.116 -0.357 -1.321
H -0.057 1.419 -2.045
H 1.008 0.725 -0.854
H -1.286 0.883 0.044
H -0.679 -0.742 -0.076
C 1.974 -4.575 0.714
C 0.579 -5.256 0.823
C 0.809 -6.314 1.908
C -0.446 -6.671 2.739
C -1.058 -5.385 3.316
C -1.434 -4.305 2.231
N -0.322 -4.217 1.317
O -0.584 -3.205 0.369
C -2.759 -4.649 1.501
C -1.586 -2.998 3.002
C 0.148 -5.911 -0.504
H 2.772 -5.304 0.844
H 2.062 -3.858 1.530
H 2.094 -4.077 -0.250
H 1.104 -7.287 1.510
H 1.599 -6.024 2.601
H -0.116 -7.282 3.579
H -1.213 -7.240 2.216
H -0.662 -4.967 4.238
H -2.064 -5.731 3.573
H -3.226 -3.851 0.923
H -2.464 -5.470 0.842
H -3.569 -5.027 2.125
H -1.686 -2.092 2.399
H -2.527 -2.975 3.561
H -0.889 -2.811 3.821
H 0.953 -6.540 -0.902
H -0.038 -5.205 -1.310
H -0.548 -6.734 -0.326
H -0.039 -2.452 0.640
C -2.944 7.100 3.062
C -2.603 5.622 3.337
C -3.825 4.748 2.912
C -4.114 4.518 1.466
C -2.939 3.759 0.863
C -1.660 4.647 1.035
N -1.538 5.185 2.386
O -0.352 5.740 2.665
C -0.482 3.635 0.792
C -1.481 5.660 -0.146
C -2.262 5.175 4.760
H -3.969 7.331 3.340
H -2.815 7.228 1.985
H -2.209 7.766 3.513
H -3.746 3.756 3.371
H -4.745 5.054 3.417
H -4.309 5.424 0.887
H -5.046 3.950 1.482
H -3.079 3.653 -0.212
H -2.815 2.777 1.317
H -0.500 3.104 -0.159
H 0.550 3.989 0.864
H -0.477 2.855 1.563
H -0.470 6.052 -0.157
H -1.741 5.112 -1.053
H -2.294 6.388 -0.158
H -3.131 5.276 5.406
H -1.412 5.614 5.283
H -1.990 4.125 4.627
H 0.227 5.074 3.084
C -4.426 -6.212 -2.970
C -3.639 -5.137 -3.753
C -4.134 -5.066 -5.185
C -5.550 -4.446 -5.404
C -5.527 -3.040 -4.830
C -5.087 -3.004 -3.352
N -3.814 -3.768 -3.186
O -3.236 -3.454 -1.947
C -4.869 -1.530 -2.980
C -6.169 -3.584 -2.383
C -2.135 -5.543 -3.828
H -4.256 -6.173 -1.890
H -3.896 -7.140 -3.189
H -5.482 -6.186 -3.211
H -3.495 -4.519 -5.876
H -4.323 -6.110 -5.448
H -6.355 -5.039 -4.969
H -5.791 -4.424 -6.466
H -6.584 -2.753 -4.850
H -5.060 -2.236 -5.400
H -4.068 -1.015 -3.524
H -5.726 -0.905 -3.234
H -4.650 -1.416 -1.920
H -5.803 -3.744 -1.366
H -7.088 -3.000 -2.322
H -6.557 -4.568 -2.647
H -1.618 -5.609 -2.875
H -1.615 -4.843 -4.493
H -2.137 -6.440 -4.447
H -3.814 -3.908 -1.306
C 1.829 3.094 -5.396
C 2.684 3.606 -4.216
C 1.644 4.234 -3.285
C 2.234 4.736 -1.997
C 2.811 3.557 -1.296
C 3.914 2.806 -2.140
N 3.542 2.593 -3.548
O 4.605 2.116 -4.330
C 5.255 3.584 -1.916
C 4.114 1.470 -1.390
C 3.589 4.767 -4.784
H 0.924 2.533 -5.149
H 1.565 4.004 -5.931
H 2.284 2.479 -6.179
H 1.067 4.945 -3.878
H 0.883 3.484 -3.034
H 2.889 5.605 -2.093
H 1.424 5.229 -1.445
H 2.077 2.814 -0.977
H 3.299 4.033 -0.441
H 5.674 3.511 -0.910
H 5.363 4.642 -2.152
H 6.024 3.033 -2.470
H 4.447 1.778 -0.401
H 4.775 0.817 -1.960
H 3.170 0.943 -1.219
H 4.392 4.325 -5.374
H 2.960 5.289 -5.499
H 3.989 5.366 -3.971
H 5.277 2.814 -4.254
C 2.389 0.055 2.131
C 2.757 0.453 3.577
C 3.121 -0.731 4.555
C 4.574 -1.238 4.311
C 5.601 -0.110 4.392
C 5.239 1.110 3.531
N 3.847 1.425 3.644
O 3.549 2.629 3.001
C 6.130 2.237 4.063
C 5.668 0.892 2.033
C 1.484 1.105 4.170
H 3.158 0.073 1.360
H 1.776 0.878 1.746
H 1.805 -0.863 2.086
H 2.841 -0.366 5.542
H 2.486 -1.598 4.368
H 4.546 -1.830 3.398
H 4.735 -1.836 5.209
H 6.558 -0.559 4.129
H 5.676 0.171 5.444
H 6.287 3.103 3.419
H 5.705 2.727 4.948
H 7.086 1.929 4.485
H 5.369 1.787 1.485
H 6.746 0.757 2.029
H 5.117 0.122 1.495
H 1.063 1.890 3.535
H 1.710 1.741 5.031
H 0.795 0.292 4.382
H 3.342 3.187 3.770


3.
165
Properties=species:S:1:pos:R:3 method="wB97M-V/def2-TZVPD" total_charge=+1 lumo_energy_ev="-3.1 / -8.1" energy_ev=-83960.1741 spin_multiplicity=2 gap_ev="7.969 / 2.971"
C -16.484 26.111 33.061
O -16.771 25.171 32.371
N -15.472 27.012 32.860
C -14.522 27.046 31.711
C -15.117 28.051 33.885
H -17.007 26.364 33.996
H -13.642 26.498 32.048
H -14.206 28.070 31.514
H -14.946 26.689 30.773
H -14.117 27.713 34.154
H -15.102 29.031 33.407
H -15.823 28.121 34.713
C -14.069 30.848 39.596
O -13.591 29.815 40.081
N -14.624 30.807 38.380
C -14.705 29.579 37.582
C -15.304 31.942 37.762
H -13.994 31.787 40.166
H -15.731 29.216 37.515
H -14.186 28.722 38.011
H -14.269 29.810 36.610
H -15.340 32.822 38.404
H -14.732 32.236 36.882
H -16.282 31.766 37.313
C -18.398 22.514 30.900
O -19.067 22.618 29.875
N -17.366 21.701 30.951
C -16.369 21.681 32.042
C -17.094 20.677 29.974
H -18.399 23.220 31.744
H -16.393 20.682 32.477
H -16.636 22.425 32.793
H -15.376 21.861 31.630
H -17.760 20.871 29.134
H -16.097 20.710 29.536
H -17.299 19.658 30.304
C -14.696 23.748 29.848
O -13.593 23.510 30.336
N -15.049 23.520 28.561
C -16.333 23.917 27.946
C -14.052 22.845 27.609
H -15.582 24.200 30.320
H -16.950 24.399 28.704
H -16.955 23.086 27.612
H -16.061 24.585 27.129
H -14.092 23.340 26.639
H -13.051 22.953 28.028
H -14.187 21.779 27.425
C -21.160 23.258 34.760
C -19.811 23.822 34.345
C -19.818 25.137 35.075
O -21.215 25.530 35.066
C -22.050 24.446 34.542
H -21.075 22.918 35.792
H -21.373 22.375 34.158
H -19.769 24.066 33.283
H -18.926 23.214 34.532
H -19.138 25.814 34.556
H -19.513 25.020 36.115
H -22.231 24.611 33.479
H -22.993 24.159 35.007
C -9.349 25.800 31.042
C -8.785 26.138 32.414
C -9.564 25.247 33.321
O -10.835 25.235 32.772
C -10.782 25.377 31.329
H -8.787 24.980 30.596
H -9.292 26.682 30.404
H -9.016 27.162 32.711
H -7.698 26.067 32.450
H -9.589 25.691 34.317
H -9.154 24.239 33.375
H -11.558 26.076 31.019
H -10.998 24.425 30.842
C -20.403 25.991 29.845
C -20.724 26.905 31.039
C -19.427 27.673 31.238
O -18.817 27.644 29.895
C -19.585 26.862 28.949
H -21.339 25.635 29.415
H -19.769 25.169 30.178
H -21.041 26.446 31.975
H -21.487 27.606 30.700
H -18.722 27.231 31.942
H -19.664 28.685 31.565
H -18.942 26.326 28.250
H -20.234 27.489 28.336
C -19.771 28.577 36.629
C -19.830 29.083 35.206
C -18.426 29.568 34.751
O -17.618 29.252 35.870
C -18.238 28.253 36.638
H -20.414 27.711 36.785
H -20.036 29.316 37.385
H -20.488 29.916 34.957
H -20.101 28.233 34.580
H -18.318 30.640 34.583
H -18.076 28.926 33.942
H -17.783 28.343 37.624
H -18.120 27.246 36.237
C -15.875 32.078 33.116
C -17.042 33.087 33.321
C -16.442 34.470 33.076
O -15.273 34.220 32.280
C -15.183 32.831 31.983
H -16.213 31.052 32.967
H -15.211 32.037 33.980
H -17.414 32.894 34.327
H -17.804 33.039 32.544
H -16.107 34.913 34.014
H -17.177 35.095 32.568
H -14.179 32.446 31.802
H -15.701 32.644 31.043
C -12.295 25.710 26.569
C -11.343 26.441 27.501
C -12.158 27.583 28.058
O -13.114 27.852 27.004
C -12.881 26.970 25.925
H -12.977 25.018 27.064
H -11.752 25.064 25.880
H -10.401 26.563 26.964
H -11.051 25.779 28.316
H -11.554 28.463 28.281
H -12.744 27.184 28.885
H -12.241 27.425 25.169
H -13.792 26.676 25.403
C -9.641 30.577 33.552
C -10.534 30.964 32.427
C -11.868 30.244 32.735
O -11.560 29.438 33.913
C -10.518 30.010 34.696
H -8.971 31.344 33.940
H -9.071 29.697 33.252
H -10.089 30.669 31.476
H -10.734 32.036 32.433
H -12.251 29.714 31.862
H -12.706 30.878 33.025
H -9.960 29.288 35.291
H -11.004 30.776 35.300
C -16.559 29.586 29.587
C -15.089 29.876 29.473
C -14.930 31.009 28.498
O -16.160 31.717 28.635
C -17.237 30.788 28.874
H -16.876 29.423 30.617
H -16.851 28.642 29.126
H -14.460 29.007 29.279
H -14.750 30.125 30.478
H -14.803 30.659 27.473
H -14.065 31.625 28.744
H -17.767 30.498 27.967
H -17.997 31.274 29.486
C -13.367 25.163 37.897
C -13.385 25.975 36.560
C -11.980 26.617 36.594
O -11.579 26.496 37.992
C -12.626 26.109 38.854
H -12.814 24.226 37.822
H -14.370 24.946 38.264
H -14.097 26.799 36.544
H -13.533 25.452 35.616
H -12.050 27.589 36.105
H -11.332 25.944 36.034
H -13.250 26.955 39.140
H -12.308 25.677 39.803